The following is a quantum chemistry calculation of a 2-piece molecular cluster, C3H8NO2 overall in a non-equilibrium geometry, from the OMol25 dataset.

```
14
Properties=species:S:1:pos:R:3
O -1.469 0.333 0.118
C -2.210 -0.225 0.926
O -1.634 -1.257 1.631
H -3.143 0.085 1.369
H -2.346 -1.649 2.134
C 2.558 1.098 -1.441
C 1.280 -0.556 -0.354
N 1.304 0.612 -0.911
H 3.244 0.269 -1.479
H 2.828 2.100 -0.971
H 2.344 1.391 -2.396
H 2.257 -1.110 -0.085
H 0.332 -0.957 0.037
H 0.411 1.079 -1.019
```

## Properties
Spin multiplicity = 2
Net charge = 0
Relative energy (zero: lowest compared OMol25 entry of this formula, charge and spin) = 91.6 kJ/mol
Orbital gap (alpha / beta) = 5.066 / 10.195 eV